No. 1
ORCA calculation (ωB97M-V/def2-TZVPD) on the molecule C5H10O.

**Energy above the lowest of the compared OMol25 structures with the same formula, charge and spin**: 104.3 kJ/mol
**Charge**: 0
**2S+1**: 1
**HOMO level**: -9.51 eV
**Frontier orbital gap**: 10.61 eV
**Total energy**: -271.71289 Ha

Cartesian coordinates (Å):
C1 0.38 -0.63 1.52
C2 -0.60 0.12 0.64
C3 -0.30 1.59 0.30
O1 -0.49 1.36 -1.10
C4 -0.60 -0.07 -0.89
C5 0.56 -0.80 -1.54
H1 0.15 -1.70 1.55
H2 0.33 -0.26 2.55
H3 1.41 -0.50 1.17
H4 -1.62 0.02 1.04
H5 0.74 1.90 0.51
H6 -0.98 2.35 0.69
H7 -1.55 -0.44 -1.30
H8 0.54 -0.64 -2.62
H9 0.50 -1.88 -1.34
H10 1.52 -0.43 -1.17

No. 2
ORCA calculation (ωB97M-V/def2-TZVPD) on the molecule C5H10O at a distorted geometry.

**Energy above the lowest of the compared OMol25 structures with the same formula, charge and spin**: 282.9 kJ/mol
**Charge**: 0
**2S+1**: 1
**HOMO level**: -9.98 eV
**Frontier orbital gap**: 11.06 eV
**Total energy**: -271.64486 Ha

Cartesian coordinates (Å):
C1 1.73 -0.73 0.02
C2 0.77 0.48 0.00
C3 -0.03 0.91 -1.21
O1 -0.90 1.60 -0.23
C4 -0.55 0.52 0.74
C5 -1.60 -0.56 0.65
H1 2.17 -0.93 1.01
H2 2.56 -0.65 -0.69
H3 1.20 -1.67 -0.25
H4 0.76 1.66 0.23
H5 -0.66 0.19 -1.72
H6 0.51 1.53 -1.93
H7 -0.45 0.84 1.79
H8 -2.56 -0.13 0.96
H9 -1.36 -1.39 1.31
H10 -1.71 -0.95 -0.37

No. 3
ORCA calculation (ωB97M-V/def2-TZVPD) on a cluster of 2 separate species, C5H10O in total.

**Energy above the lowest of the compared OMol25 structures with the same formula, charge and spin**: 175.1 kJ/mol
**Charge**: 0
**2S+1**: 1
**HOMO level**: -9.97 eV
**Frontier orbital gap**: 10.97 eV
**Total energy**: -271.68592 Ha

Cartesian coordinates (Å):
O1 1.13 1.92 1.62
C1 0.69 -0.55 -0.35
C2 0.05 -0.67 -1.69
C3 -0.31 0.50 -0.84
C4 -1.29 0.08 0.25
C5 -0.28 -0.99 0.74
H1 1.56 1.16 2.04
H2 1.77 -0.48 -0.24
H3 0.70 -0.45 -2.54
H4 -0.68 -1.46 -1.88
H5 -0.13 1.52 -1.17
H6 1.03 1.64 0.70
H7 -1.44 0.86 1.00
H8 -2.27 -0.27 -0.10
H9 0.07 -0.78 1.76
H10 -0.60 -2.04 0.69

No. 4
ORCA calculation (ωB97M-V/def2-TZVPD) on the molecule C5H10O.

**Energy above the lowest of the compared OMol25 structures with the same formula, charge and spin**: 311.4 kJ/mol
**Charge**: 0
**2S+1**: 1
**HOMO level**: -8.55 eV
**Frontier orbital gap**: 9.30 eV
**Total energy**: -271.63400 Ha

Cartesian coordinates (Å):
C1 -1.09 1.19 -0.60
C2 -0.23 -0.04 -0.28
C3 -1.07 -1.23 0.19
C4 0.84 0.32 0.74
O1 1.84 -0.74 0.82
C5 2.80 -0.82 -0.04
H1 -1.83 0.94 -1.37
H2 -0.48 2.02 -0.97
H3 -1.65 1.53 0.28
H4 -1.79 -1.52 -0.58
H5 -0.44 -2.09 0.42
H6 -1.64 -0.97 1.09
H7 0.42 0.40 1.75
H8 1.36 1.25 0.48
H9 0.30 -0.32 -1.20
H10 2.67 0.07 -0.74

No. 5
ORCA calculation (ωB97M-V/def2-TZVPD) on a cluster of 2 separate species, C5H10O in total at a distorted geometry.

**Energy above the lowest of the compared OMol25 structures with the same formula, charge and spin**: 239.1 kJ/mol
**Charge**: 0
**2S+1**: 1
**HOMO level**: -9.01 eV
**Frontier orbital gap**: 9.83 eV
**Total energy**: -271.66156 Ha

Cartesian coordinates (Å):
C1 0.73 1.25 -1.79
C2 1.90 0.36 -1.48
C3 1.79 -0.94 -1.21
H1 -0.20 0.73 -2.02
H2 0.97 2.00 -2.55
H3 0.47 1.85 -0.91
H4 2.93 0.69 -1.57
H5 2.56 -1.45 -0.63
H6 0.97 -1.56 -1.57
C4 -1.12 -1.09 2.46
C5 -1.78 -0.06 1.94
O1 -2.64 -0.18 0.89
H7 -0.43 -0.94 3.28
H8 -1.08 -2.05 1.97
H9 -1.69 0.98 2.23
H10 -3.38 0.42 0.95

No. 6
ORCA calculation (ωB97M-V/def2-TZVPD) on the molecule C5H10O at a distorted geometry.

**Energy above the lowest of the compared OMol25 structures with the same formula, charge and spin**: 409.8 kJ/mol
**Charge**: 0
**2S+1**: 1
**HOMO level (spin up / spin down)**: -7.78 / -6.56 eV
**Frontier orbital gap (spin up / spin down)**: 8.84 / 7.10 eV
**Total energy**: -271.59655 Ha

Cartesian coordinates (Å):
C1 2.15 0.21 1.23
C2 0.99 0.06 0.27
C3 -1.03 -0.29 -1.78
C4 -1.82 -0.50 -0.58
C5 -1.32 0.38 0.55
O1 -0.09 0.82 0.79
H1 2.47 1.25 1.31
H2 3.00 -0.39 0.87
H3 1.85 -0.15 2.22
H4 1.19 0.45 -0.74
H5 -0.91 0.70 -2.20
H6 -0.36 -1.07 -2.14
H7 -1.98 -1.54 -0.30
H8 -2.81 -0.02 -0.68
H9 0.70 -0.98 0.18
H10 -2.02 1.07 1.02